{
  "formula": "CH5N2O",
  "method": "the ωB97M-V functional and the def2-TZVPD basis",
  "spin_multiplicity": 1,
  "de_lowest_kcal_mol": 63.0,
  "energy_ha": -225.77201,
  "gap_ev": 7.53,
  "total_charge": -1,
  "elements": ["O", "N", "N", "C", "H", "H", "H", "H", "H"],
  "positions_angstrom": [[1.129815, -0.282492, -1.816765], [-1.705628, 1.102266, 0.216801], [-1.155954, 0.391833, 1.082328], [0.014498, -0.370870, 0.836387], [2.021742, -0.162413, -2.013239], [0.658601, -0.121483, 1.660053], [0.454951, -0.243592, -0.129601], [-0.253310, -1.364461, 0.787988], [-1.164712, 1.051211, -0.623952]],
  "forces_ev_per_angstrom": [[-2.39, -0.29, 0.43], [0.38, -0.75, 1.60], [-2.48, 1.21, 0.68], [0.37, 1.75, -0.36], [2.37, 0.34, -0.61], [0.58, -0.40, 0.37], [0.94, 0.73, -1.23], [-0.66, -2.47, 0.69], [0.87, -0.12, -1.57]]
}


{
  "formula": "CH5N2O",
  "method": "the ωB97M-V functional and the def2-TZVPD basis",
  "spin_multiplicity": 1,
  "de_lowest_kcal_mol": 116.7,
  "energy_ha": -225.42110,
  "gap_ev": [9.58, 9.52],
  "total_charge": 1,
  "elements": ["O", "N", "N", "C", "H", "H", "H", "H", "H"],
  "positions_angstrom": [[1.289560, 0.572762, -0.532599], [-0.401044, 0.792138, -1.359551], [-0.213516, -0.661739, 0.673743], [0.025849, 0.627745, -0.063564], [-0.116638, 1.378435, 0.684817], [0.224620, -0.522850, 1.617852], [0.493228, -1.248594, 0.269993], [-1.096997, -1.151296, 0.808478], [-0.205064, 0.213398, -2.099167]],
  "forces_ev_per_angstrom": [[-2.06, 0.75, -1.70], [1.67, 3.41, 2.41], [1.27, -0.69, 2.04], [0.61, -0.71, 0.97], [-0.83, 1.06, -0.17], [-0.83, 0.00, -0.49], [0.19, -1.24, -0.81], [-0.39, 0.30, -0.36], [0.36, -2.88, -1.89]]
}


{
  "formula": "CH5N2O2",
  "method": "the ωB97M-V functional and the def2-TZVPD basis",
  "spin_multiplicity": 1,
  "de_lowest_kcal_mol": 143.4,
  "energy_ha": -300.95502,
  "gap_ev": [6.68, 6.68],
  "total_charge": -1,
  "elements": ["O", "O", "N", "N", "C", "H", "H", "H", "H", "H"],
  "positions_angstrom": [[0.810223, 1.139942, -0.790153], [-0.050732, -0.365426, 1.977850], [-0.518973, 1.115010, -1.063002], [1.401746, -0.096790, -0.401119], [-1.128865, -0.032660, -0.768201], [2.338168, 0.298745, -0.375139], [-0.262160, -1.219149, 1.633565], [0.283939, 0.044289, 1.118631], [-0.617469, -0.977815, -0.525483], [-2.255877, 0.093853, -0.806948]],
  "forces_ev_per_angstrom": [[-1.34, 1.14, -1.38], [0.09, 1.22, -0.03], [0.07, -2.30, 1.58], [-0.07, -0.26, 0.06], [-0.56, 1.88, -1.03], [0.37, -0.43, 0.24], [-0.21, -0.93, -0.11], [0.47, -0.57, 0.99], [-0.32, 0.78, -0.16], [1.50, -0.54, -0.15]]
}


{
  "formula": "CH5N2O2",
  "method": "the ωB97M-V functional and the def2-TZVPD basis",
  "spin_multiplicity": 1,
  "de_lowest_kcal_mol": 76.5,
  "energy_ha": -300.64539,
  "gap_ev": 10.23,
  "total_charge": 1,
  "elements": ["O", "O", "N", "N", "C", "H", "H", "H", "H", "H"],
  "positions_angstrom": [[-1.431662, 0.274152, 1.146952], [-0.514185, 1.240169, 1.464505], [-0.278791, 0.408195, -1.446505], [0.757529, -0.978776, 1.201667], [-0.165510, -0.016382, 1.197424], [0.187749, 1.315156, -1.644647], [1.770224, -0.622864, 1.362204], [-1.198817, 0.434216, -1.874322], [0.656952, -1.753457, 0.540986], [0.216509, -0.300408, -1.948264]],
  "forces_ev_per_angstrom": [[-3.34, -5.04, -1.30], [5.22, 2.54, 1.55], [0.29, 0.95, 0.43], [0.48, 3.42, 0.15], [-0.07, -0.05, -0.64], [-0.50, -0.89, 0.04], [-2.21, -0.85, -0.30], [-0.05, 0.19, 0.11], [-0.32, 0.06, 0.45], [0.48, -0.33, -0.50]]
}